P:
DFT (wB97M-V/def2-TZVPD) results for C4H4N2O3 in the gas phase.

```
13
C4H4N2O3, DFT wB97M-V/def2-TZVPD
N -3.25 0.93 1.08
C 0.11 0.56 2.66
H -1.28 0.96 -0.24
H 0.88 0.14 -1.06
C -2.30 1.06 2.09
H 1.24 -0.40 0.59
O -2.62 1.23 3.24
C -0.81 0.78 1.70
H -0.05 -1.18 -0.34
O 0.82 0.51 3.57
C 0.44 -0.23 -0.14
O -3.00 1.10 -0.12
N -0.47 0.77 0.37
```

The net charge is 0. The spin multiplicity is 1. The calculation puts the frontier orbital gap (alpha / beta) at 6.4041 / 5.9456 eV. Its LUMO energy (alpha / beta) is -1.9 / -2.2 eV.


Q:
DFT (wB97M-V/def2-TZVPD) results for C4H4N2O3 in the gas phase.

```
13
C4H4N2O3, DFT wB97M-V/def2-TZVPD
C -1.71 1.13 -0.07
O 0.53 0.88 -0.45
C -0.34 1.46 0.34
C 2.97 0.25 -0.10
H -1.74 0.07 -0.14
H 4.96 -1.79 1.11
C 3.52 -0.82 0.38
N 2.21 1.19 -0.33
O -0.02 2.29 1.13
H -1.85 1.28 -1.19
O 2.41 2.31 -0.61
N 4.15 -1.79 0.58
H -2.41 1.57 0.55
```

The net charge is 0. The spin multiplicity is 1. The calculation puts the frontier orbital gap (alpha / beta) at 8.6108 / 8.6092 eV. Its LUMO energy (alpha / beta) is -1.2 / -1.2 eV.


Which is most stable, and by how much? P, by 1.871 eV.


P:
DFT (wB97M-V/def2-TZVPD) results for C21H23N3O4 in the gas phase.

```
51
C21H23N3O4, DFT wB97M-V/def2-TZVPD
C -5.31 -1.42 0.05
H 2.42 -2.74 1.60
C -3.83 1.00 1.06
O 4.09 -2.41 -0.04
C 3.93 -1.06 0.01
H 6.05 -2.70 0.58
C 4.99 -0.17 -0.07
C 1.44 -1.43 0.22
H -2.83 4.09 -1.01
H -3.14 -2.63 0.21
C -2.58 1.56 1.21
C 5.78 3.36 -0.15
C 2.62 -0.56 0.12
C 1.53 -2.73 0.98
H 6.01 -0.51 -0.15
C -4.37 2.67 -0.58
H 5.21 3.70 -1.01
H 1.42 1.18 0.15
C 3.49 1.70 0.01
C -2.21 2.66 0.46
C -6.07 0.95 -0.04
N -0.78 -1.67 -0.30
H -1.22 3.09 0.58
H -3.04 -2.85 -1.55
O 5.91 1.96 -0.13
C 2.43 0.81 0.09
H -0.82 -2.58 0.15
N 0.38 -0.98 -0.33
H 3.29 2.76 0.01
O -5.38 -2.33 0.86
H 5.31 3.73 0.77
C -3.11 -2.11 -0.75
C -3.11 3.22 -0.43
O -1.99 -0.10 -1.42
H 6.80 3.75 -0.21
H 5.81 -2.59 -1.19
H -4.21 -0.48 -1.41
H -1.88 1.13 1.92
H -7.35 -0.71 -0.13
H -5.07 3.11 -1.28
H 1.58 -3.57 0.30
H -4.12 0.15 1.65
C -4.74 1.54 0.15
C -6.33 -0.35 -0.07
C 4.78 1.21 -0.06
C -1.91 -1.17 -0.86
H -6.87 1.66 -0.17
H 5.24 -4.02 -0.30
H 0.66 -2.85 1.63
C 5.38 -2.94 -0.25
N -4.32 -1.33 -0.87
```

The net charge is 0. The spin multiplicity is 1. The calculation puts the frontier orbital gap at 8.6761 eV. Its LUMO energy is 0.6 eV.


Q:
DFT (wB97M-V/def2-TZVPD) results for C21H23N3O4 in the gas phase.

```
51
C21H23N3O4, DFT wB97M-V/def2-TZVPD
N -3.81 -1.58 0.88
H -3.18 0.94 0.28
C -4.43 2.49 -0.50
H 4.36 2.37 1.33
H 7.63 1.05 2.54
H 6.36 -0.89 1.66
C -6.78 2.04 -0.53
C 2.07 -0.63 -1.28
C 0.92 0.15 -1.46
H 6.10 1.64 -1.06
O 3.20 -0.14 -1.86
H -1.63 -2.81 0.93
C 5.21 2.56 0.67
H 5.23 0.32 2.31
C 1.99 -1.80 -0.54
C -5.24 0.36 0.31
H 5.04 3.53 0.19
H 7.25 3.22 0.98
C -0.38 -1.42 -0.18
O -5.97 -1.65 1.33
H 1.01 1.06 -2.04
O 5.19 -2.07 0.15
N -2.68 -1.13 0.32
H 6.32 3.00 2.46
H -7.80 2.32 -0.74
C 4.39 -0.90 -1.78
C -0.28 -0.24 -0.92
H -3.60 3.16 -0.69
H 7.79 0.97 0.79
C 7.09 1.16 1.60
H 5.09 -0.40 -2.46
C -1.62 -1.84 0.40
N 5.33 0.17 0.22
C 0.77 -2.19 0.00
C 6.51 2.58 1.47
H 2.86 -2.42 -0.37
C 5.97 0.13 1.53
O -7.63 0.02 0.31
H -5.91 3.85 -1.24
H -3.81 -2.51 1.31
H 0.72 -3.10 0.57
C -5.04 -0.98 0.86
H 4.23 -1.92 -2.13
C 5.24 1.48 -0.40
H -1.17 0.36 -1.07
H -7.32 -0.79 0.77
C 5.01 -0.99 -0.38
C -4.19 1.24 0.05
C -5.72 2.88 -0.80
H 4.33 1.53 -1.00
C -6.56 0.78 0.04
```

The net charge is 0. The spin multiplicity is 1. The calculation puts the frontier orbital gap at 8.3411 eV. Its LUMO energy is 0.1 eV.


Which is most stable, and by how much? Q, by 1.120 eV.


P:
DFT (wB97M-V/def2-TZVPD) results for C2H6N2 in the gas phase.

```
10
C2H6N2, DFT wB97M-V/def2-TZVPD
N 1.05 0.89 -0.05
H 1.14 -1.12 0.07
H -0.71 1.93 0.01
H -2.22 0.10 -0.25
C -0.25 0.92 -0.03
H -0.84 -1.06 -0.73
N 1.65 -0.28 -0.10
H -1.28 -0.80 0.95
H 2.66 -0.34 0.20
C -1.20 -0.25 -0.07
```

The net charge is 0. The spin multiplicity is 1. The calculation puts the frontier orbital gap at 9.5068 eV. Its LUMO energy is 1.1 eV.


Q:
DFT (wB97M-V/def2-TZVPD) results for a molecular structure, C2H6N2.

```
10
C2H6N2, DFT wB97M-V/def2-TZVPD
H 0.21 1.47 -1.96
C 0.46 -0.74 0.44
H -0.10 0.63 1.96
N 0.62 -0.09 -0.68
H -0.93 1.06 -0.41
C -0.58 -0.24 1.21
H 1.42 -1.22 0.75
H -1.08 -1.08 1.91
N -0.25 0.79 -1.08
H -1.34 0.10 0.10
```

The net charge is 0. The spin multiplicity is 1. The calculation puts the frontier orbital gap at 9.4067 eV. Its LUMO energy is 1.0 eV.


Which is most stable, and by how much? P, by 3.557 eV.


P:
DFT (wB97M-V/def2-TZVPD) results for C20H24N2O5S in the gas phase.

```
52
C20H24N2O5S, DFT wB97M-V/def2-TZVPD
C 0.77 1.20 1.75
C -0.48 0.32 -0.94
C -1.27 0.29 2.33
C 0.60 -1.47 -2.80
H -0.24 -1.26 0.47
H 3.07 2.13 -0.11
C 1.92 3.66 0.89
H 2.89 -3.22 0.56
C 2.97 2.57 0.88
C -3.24 0.52 0.77
H 1.54 -4.06 -2.98
O 0.78 -3.15 -1.12
H -0.17 -3.32 0.72
H 3.93 2.93 1.22
H 1.71 3.98 1.92
H -1.25 -0.42 4.32
C -5.33 -0.39 1.27
S 2.49 1.26 2.05
O -3.97 -0.22 1.63
N 0.21 1.94 0.72
H -2.33 -1.32 3.23
H -0.62 1.70 -2.57
H 0.33 0.10 -4.20
H -2.81 0.27 3.80
C 3.31 -2.82 -3.04
C 0.43 -1.87 -1.46
H 4.00 -3.66 -2.98
O 1.08 -2.22 -3.83
H -5.77 -1.01 2.04
C 0.64 3.15 0.25
N 0.09 0.42 2.50
O 0.05 3.75 -0.62
H 2.13 -3.70 -4.62
C -1.84 0.67 1.16
C -0.10 -0.96 -0.56
C -0.33 0.71 -2.26
O -3.71 1.01 -0.23
C 1.95 -2.96 1.03
H 1.94 -3.38 2.04
C -1.96 -0.33 3.50
H 3.74 -2.05 -3.67
H 1.88 -1.88 1.11
H -5.84 0.58 1.22
C 0.79 -3.55 0.24
H 3.17 -2.42 -2.04
H -1.53 2.11 -0.40
C 0.21 -0.18 -3.17
H -5.41 -0.88 0.29
C 1.98 -3.29 -3.62
H 0.89 -4.64 0.18
C -0.97 1.31 0.10
H 2.25 4.53 0.32
```

The net charge is 0. The spin multiplicity is 1. The calculation puts the frontier orbital gap at 7.9876 eV. Its LUMO energy is -0.1 eV.


Q:
DFT (wB97M-V/def2-TZVPD) results for C20H24N2O5S in the gas phase.

```
52
C20H24N2O5S, DFT wB97M-V/def2-TZVPD
C -0.35 -2.76 -1.17
H 1.01 -2.11 1.35
C 1.38 2.36 -0.28
H 5.18 -1.38 2.03
C -2.35 -1.42 -1.06
C -0.43 -0.62 -2.28
C -1.65 -2.58 -0.74
C 0.25 -1.77 -1.92
C 0.51 4.08 0.82
H 2.41 1.90 -2.09
H -0.42 4.62 0.61
H -4.29 -0.50 -1.14
H 0.56 0.21 2.20
C 2.01 1.53 -1.17
H -2.23 3.07 1.65
C 3.05 -1.71 1.92
C 0.96 0.56 1.26
O -5.04 1.77 1.07
H -2.14 -3.35 -0.15
C 1.91 -1.70 0.88
H -2.08 0.76 0.81
H 3.13 -2.71 2.33
C -1.73 -0.45 -1.84
C 0.84 1.88 0.91
N -3.07 0.69 0.95
H -3.08 -1.30 1.56
H 2.20 -2.35 0.06
H 1.19 4.74 1.40
H 3.25 -0.19 -2.45
C 2.14 0.17 -0.81
H 0.05 0.12 -2.90
H 4.61 -1.96 0.46
H -4.28 -2.14 -0.48
C -3.84 1.81 0.98
O 2.08 -1.75 -3.85
H -2.27 0.45 -2.11
H 0.21 -3.65 -0.94
H -3.69 3.93 1.11
C -3.66 -0.63 0.92
S 1.95 -1.98 -2.44
O 2.45 -3.22 -1.92
H -2.60 3.19 -0.08
C 4.38 -1.31 1.30
C 1.64 -0.30 0.40
H -4.67 -0.53 1.31
H 4.33 -0.29 0.93
O 1.14 3.71 -0.39
N 2.78 -0.69 -1.71
O 0.23 2.92 1.58
C -3.03 3.09 0.92
C -3.73 -1.20 -0.51
H 2.80 -1.02 2.74
```

The net charge is 0. The spin multiplicity is 1. The calculation puts the frontier orbital gap at 8.5393 eV. Its LUMO energy is 0.3 eV.


Which is most stable, and by how much? P, by 0.133 eV.


P:
DFT (wB97M-V/def2-TZVPD) results for 2 unconnected molecules or ions with the total composition C2H5OS.

```
9
C2H5OS, DFT wB97M-V/def2-TZVPD
C 1.00 0.99 -0.62
H -0.46 -0.97 0.17
C 0.83 0.29 0.58
H -2.38 -1.74 0.36
H 1.02 0.68 1.51
H 1.46 1.98 -0.55
S -2.64 -0.80 -0.59
O 0.36 -0.97 0.76
H 0.81 0.53 -1.63
```

The net charge is -1. The spin multiplicity is 1. The calculation puts the frontier orbital gap at 7.0912 eV. Its LUMO energy is 4.2 eV.


Q:
DFT (wB97M-V/def2-TZVPD) results for 2 unconnected molecules or ions with the total composition C2H5OS.

```
9
C2H5OS, DFT wB97M-V/def2-TZVPD
H -2.43 -0.65 0.01
C -0.83 0.73 -0.31
H 0.19 0.99 -0.01
H -1.30 1.54 -0.84
O -0.58 -1.57 0.17
H 0.33 -1.29 0.00
S 2.51 0.05 0.16
C -1.36 -0.49 -0.10
H 3.46 0.69 0.91
```

The net charge is -1. The spin multiplicity is 1. The calculation puts the frontier orbital gap at 6.9345 eV. Its LUMO energy is 4.1 eV.


Which is most stable, and by how much? P, by 0.075 eV.


P:
DFT (wB97M-V/def2-TZVPD) results for 2 unconnected molecules or ions with the total composition C3H9N3O2.

```
17
C3H9N3O2, DFT wB97M-V/def2-TZVPD
O 0.82 2.12 -0.78
N 0.45 -1.13 -1.42
H -1.51 -0.34 -1.39
H 0.25 1.84 2.11
O 1.59 0.40 0.51
C -0.92 -1.20 -0.95
H 1.85 2.06 2.09
C 1.14 1.65 0.32
H -2.96 -0.97 0.55
H 0.81 -2.05 -1.51
C -1.36 -2.03 0.04
H 0.51 -0.68 -2.34
N 0.99 2.30 1.57
N -2.74 -1.92 0.50
H -0.76 -2.89 0.43
H 1.24 -0.19 -0.29
H -2.89 -2.33 1.43
```

The net charge is 0. The spin multiplicity is 1. The calculation puts the frontier orbital gap at 9.0144 eV. Its LUMO energy is 0.8 eV.


Q:
DFT (wB97M-V/def2-TZVPD) results for C3H9N3O2 in the gas phase.

```
17
C3H9N3O2, DFT wB97M-V/def2-TZVPD
H -3.30 -0.30 -0.11
H -0.19 -1.63 -0.26
C -2.36 -1.00 -0.24
N 0.25 2.61 0.15
O 2.31 -1.67 -0.12
C -0.12 -0.60 0.17
O -1.39 0.08 0.04
N 1.05 1.59 -0.58
H 0.16 -1.02 1.24
H 0.05 2.50 1.18
H 3.23 -1.75 0.13
H 2.16 1.77 -0.46
H -2.23 -1.45 -1.40
C 1.15 0.25 -0.11
N 2.38 -0.25 0.06
H -2.46 -1.86 0.60
H -0.71 2.74 -0.30
```

The net charge is 0. The spin multiplicity is 1. The calculation puts the frontier orbital gap at 9.6118 eV. Its LUMO energy is 0.8 eV.


R:
DFT (wB97M-V/def2-TZVPD) results for 2 unconnected molecules or ions with the total composition C3H9N3O2.

```
17
C3H9N3O2, DFT wB97M-V/def2-TZVPD
H -1.54 -0.39 2.45
C 1.72 0.09 -1.02
N -0.04 -1.05 0.02
H 0.09 -1.25 -1.91
H 3.12 1.62 -1.55
C 2.69 1.18 -0.65
O 1.69 -0.43 -2.13
H -3.25 -0.12 2.03
H -2.44 0.11 -0.29
H 3.48 0.75 -0.05
N -1.81 0.22 0.49
C -2.29 -0.49 1.66
H -2.38 -1.54 1.41
H -1.64 1.20 0.68
H 2.18 1.94 -0.06
O -0.50 -1.52 -1.16
N 0.95 -0.30 0.06
```

The net charge is 0. The spin multiplicity is 1. The calculation puts the frontier orbital gap (alpha / beta) at 8.7211 / 8.7205 eV. Its LUMO energy (alpha / beta) is 0.1 / 0.1 eV.


Which is most stable, and by how much? P, by 2.714 eV.